Computed, not measured: a 12-piece molecular cluster, C25H73NO12S11 overall in a non-equilibrium geometry, with the ωB97M-V functional and the def2-TZVPD basis.

Its spin multiplicity is 1. The value obtained for the HOMO energy is -8.1 eV. The frontier orbital gap comes out at 8.2 eV. The total energy is -172347.4547 eV.

```
122
Properties=species:S:1:pos:R:3:forces:R:3:lowdin_charge:R:1
C -18.955884 8.665236 -12.720590 1.239 -0.303 -0.306 -0.0002
C -20.181009 9.476714 -12.526472 -0.638 0.178 -1.084 -0.5464
O -21.042433 9.451184 -13.413323 0.062 0.215 0.533 -0.0018
N -20.332880 10.197817 -11.406283 0.267 0.615 0.816 0.0357
C -19.468054 10.192424 -10.228009 -0.167 -0.153 0.218 -0.0638
H -17.990689 9.067031 -12.405537 -0.342 0.237 0.738 0.0882
H -18.781197 8.559076 -13.790702 -0.541 -0.362 -0.030 0.0739
H -19.101980 7.702361 -12.226815 0.171 -0.081 -0.069 0.0679
H -21.185630 10.721468 -11.299650 -0.101 -0.129 -0.376 0.1173
H -18.478220 10.629515 -10.363584 0.057 -0.246 -0.481 0.0859
H -19.397456 9.174773 -9.844830 0.321 0.067 0.111 0.0610
H -19.912667 10.828354 -9.461950 -0.292 -0.147 -0.064 0.0800
C -22.493260 6.513786 -12.555814 -0.296 0.235 0.573 -0.2459
S -21.576906 5.738490 -11.200751 -0.752 -0.129 -0.129 0.8480
O -22.554987 5.772752 -10.034734 1.052 -0.240 -0.637 -0.5675
C -21.664759 4.060646 -11.931018 -0.668 -0.113 -0.134 -0.2409
H -23.492881 6.080163 -12.564957 0.113 -0.203 -0.173 0.0150
H -22.010560 6.433406 -13.527555 0.151 -0.096 0.091 0.0481
H -22.650662 7.559530 -12.294248 0.265 0.029 -0.018 0.0288
H -21.529945 4.066500 -13.013459 0.228 0.332 0.045 0.0348
H -22.701709 3.746503 -11.788667 -0.002 -0.038 0.227 0.0435
H -20.999921 3.314323 -11.502996 0.001 0.255 0.262 0.0042
C -24.456635 3.631802 -16.194243 0.478 -0.258 -0.943 -0.2650
S -24.654169 3.979893 -14.418290 -1.081 0.804 -1.449 0.8214
O -24.861644 5.472768 -14.353465 0.154 -0.899 0.150 -0.5566
C -26.295666 3.189346 -14.234908 0.102 0.550 0.999 -0.2391
H -23.601196 4.131313 -16.657084 0.291 0.200 0.768 0.0321
H -25.271923 3.970906 -16.835969 -0.492 -0.020 0.628 0.0595
H -24.281400 2.572872 -16.398876 -0.212 -0.111 0.360 0.0515
H -26.594985 3.492788 -13.225469 0.078 -0.245 0.155 0.0243
H -26.215370 2.105046 -14.284046 0.069 0.015 -0.123 0.0484
H -27.112440 3.584593 -14.837953 0.498 0.081 -0.590 0.0691
C -18.539756 2.192311 -12.464999 0.785 0.759 -0.120 -0.2608
S -17.029927 1.215593 -12.050922 -1.793 -0.571 0.314 0.8935
O -16.847079 1.380685 -10.571928 0.876 0.399 -0.684 -0.5910
C -17.944558 -0.361547 -12.170239 -0.010 -0.007 -0.178 -0.2463
H -19.279047 2.140587 -11.668440 0.130 -0.548 0.011 0.0087
H -18.965229 1.901192 -13.423698 0.075 -0.271 0.067 0.0493
H -18.226326 3.234876 -12.556895 0.106 -0.014 -0.032 0.0367
H -18.207717 -0.571903 -13.208011 0.287 -0.057 -0.045 0.0556
H -18.880341 -0.290883 -11.613835 0.115 0.280 0.145 0.0271
H -17.334146 -1.151415 -11.737017 0.164 0.040 -0.180 0.0541
C -21.023604 2.614987 -8.728949 0.555 -0.093 0.626 -0.2457
S -20.605588 0.862261 -9.057522 0.170 0.941 0.027 0.8677
O -20.713671 0.760786 -10.561127 0.088 -0.130 0.257 -0.5962
C -18.818656 1.013234 -8.702287 -0.712 -0.227 -0.325 -0.2475
H -20.735934 2.934652 -7.723190 0.004 -0.449 0.138 0.0486
H -22.089554 2.812320 -8.817575 0.019 -0.154 -0.458 0.0498
H -20.388984 3.208726 -9.386916 -0.465 -0.132 -0.244 0.0026
H -18.332353 1.498847 -9.552641 -0.363 0.218 0.408 -0.0098
H -18.384866 0.013225 -8.705802 -0.161 -0.043 0.316 0.0572
H -18.650079 1.535542 -7.763442 -0.043 -0.116 0.087 0.0585
C -19.882812 6.785686 -16.045719 0.289 -0.178 -0.434 -0.2526
S -20.222425 5.052332 -16.519908 0.832 0.658 -0.181 0.8222
O -19.392361 4.786156 -17.745600 -0.505 0.040 0.973 -0.5558
C -19.335901 4.369371 -15.064573 -0.606 -0.308 -0.207 -0.2727
H -20.079626 7.477404 -16.863951 -0.342 -0.313 -0.151 0.0577
H -18.803197 6.815901 -15.895380 -0.036 0.109 0.342 0.0506
H -20.464561 7.088198 -15.176432 0.131 -0.069 0.118 0.0274
H -19.754525 4.744091 -14.129617 -0.118 0.262 -0.148 0.0267
H -18.265973 4.568076 -15.082314 -0.008 0.004 -0.317 0.0664
H -19.562349 3.303952 -15.094771 0.329 -0.059 -0.050 0.0305
C -23.004252 4.428813 -5.257211 0.811 0.413 -0.507 -0.2577
S -24.402003 4.610733 -6.428432 0.350 -0.806 0.411 0.7968
O -25.617870 4.649833 -5.567397 0.331 0.329 -0.283 -0.5417
C -24.058841 6.256123 -7.031356 -0.238 0.837 -0.076 -0.2747
H -22.029653 4.438998 -5.759604 -0.236 -0.224 -0.522 0.0272
H -23.092509 3.464466 -4.763628 -0.282 0.119 0.142 0.0453
H -22.883708 5.263809 -4.564562 -0.753 -0.088 0.224 0.0531
H -23.795450 6.915683 -6.204386 -0.132 0.082 -0.031 0.0619
H -24.988744 6.600065 -7.490216 -0.180 0.006 0.357 0.0382
H -23.341015 6.351279 -7.849014 0.355 -0.641 0.228 0.0230
C -23.435797 9.142819 -9.583681 -0.343 0.456 -0.181 -0.2512
S -24.841873 10.231645 -9.123180 0.446 -1.483 0.605 0.8222
O -25.291789 9.689041 -7.788970 0.265 0.814 -0.742 -0.5582
C -23.788497 11.685946 -8.900781 -0.202 0.036 0.661 -0.2697
H -22.610245 9.285346 -8.885863 -0.062 0.107 0.068 0.0590
H -23.158342 9.414046 -10.601914 0.157 -0.176 -0.002 0.0080
H -23.745417 8.100129 -9.572338 -0.225 0.090 -0.069 0.0279
H -23.157646 11.533028 -8.023858 0.122 -0.147 -0.105 0.0573
H -24.410834 12.555988 -8.696307 -0.052 -0.005 -0.232 0.0489
H -23.193247 11.816745 -9.802755 -0.029 0.119 -0.011 0.0314
C -27.389077 7.002804 -9.951404 0.047 -0.235 -0.307 -0.2501
S -27.300692 5.194648 -10.175718 0.272 0.063 -1.493 0.8551
O -28.000825 4.819894 -11.474238 0.433 0.357 1.043 -0.5862
C -25.505553 5.118735 -10.632678 -1.552 0.326 0.338 -0.2319
H -26.536044 7.265474 -9.324439 -0.339 0.119 0.423 0.0286
H -28.368912 7.216800 -9.529859 0.200 0.051 0.389 0.0463
H -27.286748 7.595139 -10.861270 0.124 -0.507 -0.319 0.0418
H -25.400710 5.877483 -11.406852 0.262 -0.112 -0.106 0.0305
H -25.424839 4.098979 -11.003504 0.354 0.005 0.025 0.0359
H -24.889351 5.323565 -9.762453 0.137 -0.142 -0.100 0.0163
C -23.901186 0.717999 -12.282309 -0.058 0.726 0.416 -0.2392
S -24.098073 0.655684 -10.451799 -1.145 -0.589 0.108 0.8096
O -25.560268 0.544129 -10.074869 1.405 0.155 -0.683 -0.5505
C -23.433213 -1.013707 -10.354346 -0.125 -0.604 -0.531 -0.2819
H -22.925607 1.174131 -12.457896 0.066 -0.101 -0.015 0.0338
H -24.666105 1.415637 -12.622143 -0.028 -0.061 -0.023 0.0141
H -23.975770 -0.231514 -12.806826 -0.158 -0.112 0.240 0.0555
H -24.018424 -1.614858 -11.052770 -0.149 0.025 0.066 0.0499
H -23.550283 -1.474929 -9.376385 0.166 0.424 0.186 0.0573
H -22.407435 -1.017178 -10.721800 0.101 0.134 0.303 0.0296
C -25.122786 8.973281 -14.727286 -1.050 -0.307 -0.235 -0.2394
S -25.499259 9.494491 -13.026358 1.842 -1.087 0.624 0.8787
O -25.054332 8.345352 -12.133144 -0.627 0.941 -0.541 -0.5802
C -24.136385 10.707714 -12.962517 -0.490 0.628 -0.166 -0.2604
H -24.620584 8.006272 -14.758974 0.391 0.180 0.488 0.0419
H -24.602114 9.754814 -15.273361 0.000 -0.048 -0.029 0.0493
H -26.095933 8.759514 -15.175475 0.050 0.253 -0.205 0.0452
H -23.213585 10.371211 -13.433592 -0.064 -0.340 0.127 0.0318
H -23.953058 11.028204 -11.937888 -0.160 -0.245 0.087 0.0122
H -24.508890 11.593783 -13.484784 0.050 -0.016 -0.109 0.0548
C -17.856288 4.430984 -9.640065 0.898 0.171 0.613 -0.2546
S -17.868978 6.050733 -8.820094 -1.418 -0.033 -1.224 0.8699
O -18.368682 6.955764 -9.907186 0.482 0.446 0.184 -0.5862
C -19.359217 5.769683 -7.850687 -0.476 -0.562 0.749 -0.2635
H -17.367180 3.768152 -8.923800 -0.230 -0.427 -0.251 0.0549
H -17.206553 4.533550 -10.508075 0.116 0.104 0.107 0.0552
H -18.829173 4.086895 -9.983090 -0.013 0.256 0.258 0.0226
H -19.168224 5.152463 -6.968130 0.214 -0.096 -0.103 0.0563
H -20.115089 5.276205 -8.462059 0.104 0.104 -0.169 0.0162
H -19.815648 6.686575 -7.478969 0.460 0.306 -0.243 0.0603
```
Positions in Å, forces in eV/Å.

Computed, not measured: C50H48ClN9NdO5PS as an isolated structure in a non-equilibrium geometry, with the ωB97M-V functional and the def2-TZVPD basis.

Its spin multiplicity is 4. The value obtained for the HOMO energy (alpha / beta) is -6.7 / -6.7 eV. The frontier orbital gap (alpha / beta) comes out at 6.1 / 6.1 eV. The total energy is -124202.9027 eV.

```
116
Properties=species:S:1:pos:R:3:forces:R:3:lowdin_charge:R:1
Nd -0.289107 0.243421 1.353057 0.394 0.432 -0.264 1.5611
C 0.833433 3.893593 -2.133663 -0.076 -0.932 -0.629 -0.0110
C 1.893505 3.517424 -1.144155 0.525 0.169 1.144 -0.3290
C 3.182944 3.036793 -1.824293 -0.823 0.279 -0.204 -0.0329
C 4.304847 2.576287 -1.247563 -0.297 0.420 -0.601 -0.0815
C 4.705585 2.428343 0.140736 -0.933 0.201 1.179 -0.0355
C 3.900864 2.736299 1.190788 0.760 -0.344 -0.240 -0.2139
C 4.331639 2.499885 2.603546 -0.531 0.541 0.909 -0.0876
C 2.519798 3.261806 0.950790 0.622 -1.240 0.218 -0.2604
N 1.475457 3.124392 1.926189 -0.030 -0.685 1.443 0.0358
C 1.278388 3.316479 3.257054 -0.217 0.383 -1.042 -0.3685
O 2.091839 3.900457 3.956825 -0.591 -0.374 0.085 0.0757
C -0.099328 2.869311 3.781767 0.092 -0.724 0.067 -0.1379
C -0.709475 3.713419 4.690352 0.292 0.255 -0.150 0.0081
C -1.869274 3.306448 5.340103 0.506 0.103 0.254 -0.0200
C -2.339322 2.037551 5.095521 0.486 -0.385 -1.114 0.0210
C -1.725648 1.240240 4.119235 0.300 0.933 0.724 -0.1627
N -0.614010 1.643046 3.480594 -0.012 0.599 -0.007 0.0668
C -2.216452 -0.195164 3.942252 1.933 1.400 -0.298 -0.5730
O -2.937345 -0.714618 4.726945 -2.811 -0.616 2.593 0.1034
N -1.579983 -0.839921 3.003674 0.868 -0.277 -2.371 -0.0986
C -1.839714 -2.202910 2.795576 1.464 -1.167 -0.434 -0.2037
C -3.035969 -2.720340 2.279555 0.315 0.500 0.023 -0.2227
C -4.214595 -1.845805 2.131101 -0.264 0.836 -0.905 -0.0520
C -3.117677 -4.058362 1.964209 -1.037 -1.025 -0.257 -0.0689
C -2.048672 -4.910734 2.127561 0.034 0.048 -0.261 -0.1010
C -0.851958 -4.405992 2.572553 0.180 0.590 0.375 -0.0824
C -0.713989 -3.074258 2.947346 -0.493 0.716 0.458 -0.2034
C 0.560298 -2.550712 3.625286 -0.263 -1.579 -0.505 -0.0506
H 1.172553 4.725886 -2.714423 0.330 0.479 -0.630 0.0829
H -0.135672 4.173575 -1.764188 -0.273 -0.004 0.669 0.0712
H 0.668626 3.022957 -2.802301 0.095 0.462 0.126 0.0912
H 3.203075 3.052259 -2.936571 -0.285 0.056 0.865 0.1181
H 4.976965 2.352937 -2.044555 1.093 -0.496 0.077 0.0888
H 5.660580 1.985930 0.427540 -0.126 0.159 -0.544 0.1118
H 5.277871 1.982234 2.704924 0.182 -0.158 -0.349 0.0774
H 3.566471 1.916447 3.163910 0.621 0.514 -0.459 0.0237
H 4.429758 3.470080 3.126862 -0.100 -0.390 -0.168 0.0905
H -0.217699 4.667328 4.882413 -0.244 -0.250 0.075 0.1280
H -2.289527 3.954462 6.101211 -0.211 -0.121 -0.128 0.1151
H -3.149605 1.561854 5.577151 -0.874 -0.089 0.661 0.1082
H -4.945396 -2.202045 1.403498 0.102 -0.209 -0.029 0.0788
H -3.973483 -0.808994 1.862099 0.146 -0.477 0.041 -0.0012
H -4.697073 -1.774115 3.069426 -0.693 0.086 1.137 0.0773
H -4.071729 -4.498499 1.605863 0.588 0.548 0.228 0.1253
H -2.130582 -5.959101 1.911028 -0.105 -0.291 -0.163 0.0993
H -0.015385 -5.054332 2.669700 0.644 -0.518 0.209 0.0991
H 1.162916 -1.941974 2.981322 0.145 0.869 -0.249 -0.0401
H 1.253287 -3.384260 3.831675 -0.468 0.036 0.159 0.0888
H 0.333972 -2.047304 4.554285 -0.021 0.277 0.100 0.0881
N -2.752851 4.253479 0.618184 -0.749 -0.407 -0.106 0.1341
C -3.963550 3.935338 -0.063256 0.507 0.004 0.223 -0.2513
C -4.692797 4.859702 -0.782359 0.334 1.170 -1.164 -0.0297
C -5.884714 4.493697 -1.433762 0.445 0.380 0.091 -0.0907
C -6.416594 3.226472 -1.290286 0.970 -0.042 0.378 -0.0964
C -5.682309 2.282537 -0.584504 -0.163 -0.008 0.162 -0.1041
C -4.472743 2.645462 -0.034348 0.824 -1.171 1.034 -0.4343
S -3.545348 1.426731 0.886073 0.211 1.135 0.031 0.9345
N -1.918990 1.996311 0.698286 -0.881 -0.451 0.044 -0.4326
C -1.707696 3.340912 0.767823 -1.924 -0.934 -0.726 -0.3998
C -0.448679 3.766807 0.834402 2.089 1.082 -0.336 -0.2218
C 0.070137 5.145698 0.785018 -1.893 -0.185 0.304 -0.0345
C 1.306312 5.509821 0.495147 0.980 -1.012 -0.229 -0.0324
C 2.321595 4.499585 0.075921 0.314 0.564 -1.688 -0.0921
C 1.630027 2.491399 -0.041461 -0.474 -0.224 -0.335 -0.1474
N 0.495019 2.682478 0.964812 0.408 0.454 0.551 -0.0581
H -2.431647 5.207800 0.572955 -0.328 -0.024 -0.175 0.1166
H -4.211304 5.847974 -0.985319 -0.727 -0.740 0.308 0.1238
H -6.376940 5.171923 -2.124225 0.101 0.196 0.326 0.1013
H -7.315007 2.968175 -1.780526 -0.887 -0.253 -0.362 0.0884
H -6.026108 1.267525 -0.379847 -0.043 0.211 -0.395 0.1064
H -0.632080 5.955606 1.033118 0.201 -0.362 0.019 0.1128
H 1.644329 6.518331 0.561427 -0.064 0.613 0.011 0.0997
H 3.271395 4.938736 -0.182675 0.267 0.472 0.124 0.1433
H 1.764081 1.425100 -0.257494 0.138 0.255 0.023 0.0766
Cl 2.368810 0.100432 1.958735 -0.537 -0.474 0.025 0.0596
N 3.808685 -5.114792 -2.378649 0.178 -1.284 2.165 0.1448
C 4.696968 -5.639779 -3.298323 -0.921 1.205 -0.712 -0.1820
C 5.400399 -6.819111 -3.393496 1.072 -0.746 -0.568 -0.0196
C 6.098339 -7.014981 -4.589216 -0.598 0.844 0.236 -0.0805
C 6.054540 -6.078841 -5.629152 -0.296 -0.348 0.385 -0.0911
C 5.344929 -4.914766 -5.529594 -0.143 -0.341 0.774 -0.0216
C 4.646629 -4.687083 -4.363273 -0.354 -0.291 0.871 -0.2103
N 3.782793 -3.642377 -4.048394 0.285 -0.192 0.025 0.1849
C 3.330690 -3.935424 -2.864381 -0.039 0.472 0.382 -0.2928
C 2.475571 -3.072395 -2.023638 -0.390 -0.692 0.212 -0.1047
C 1.973096 -3.557248 -0.798615 0.769 0.015 -0.402 -0.0003
C 1.242792 -2.738751 0.017557 -0.908 1.418 -0.287 -0.1158
N 0.899444 -1.473301 -0.382769 0.448 -0.411 -0.165 -0.0654
C 1.378384 -1.020549 -1.563350 -0.461 -1.052 0.672 -0.1349
C 2.138703 -1.787817 -2.415714 0.728 -0.367 0.264 0.0217
H 3.668830 -5.477700 -1.401389 0.265 0.664 -1.828 0.1758
H 5.490897 -7.589626 -2.630867 -0.313 0.341 0.072 0.1098
H 6.676533 -7.888202 -4.759579 0.323 -0.755 0.136 0.0901
H 6.485992 -6.309209 -6.568712 0.702 -0.234 -0.617 0.0923
H 5.298116 -4.220330 -6.310583 -0.077 0.875 -1.095 0.0991
H 2.231106 -4.546324 -0.443007 -0.181 0.002 -0.015 0.1049
H 0.853048 -3.085609 0.991385 0.283 0.336 -0.691 0.0981
H 1.098123 -0.049850 -1.911462 -0.246 0.581 0.297 0.0930
H 2.572991 -1.378096 -3.312154 -0.153 0.048 -0.224 0.1205
C -1.742855 -3.543047 -1.595708 0.997 -0.518 1.042 -0.1436
O -1.694398 -2.236759 -2.139695 -0.059 0.750 0.458 -0.3456
P -2.101272 -0.885491 -1.269169 1.266 -0.126 -0.279 0.7557
O -3.563554 -0.613474 -1.825469 -1.941 -1.563 -0.465 -0.3579
C -4.507831 -1.768883 -1.822266 0.239 0.503 0.116 -0.0654
O -1.324119 0.252959 -2.138713 -0.433 -0.707 0.156 -0.3767
C -1.599636 0.379727 -3.545837 -1.009 1.664 0.538 -0.0954
H -2.685332 -4.000213 -1.851695 -0.395 -0.250 0.112 0.0688
H -1.546194 -3.639943 -0.470893 -0.447 0.547 -1.344 0.0932
H -0.948158 -4.111906 -2.087008 -0.086 0.022 0.036 0.0842
H -5.489563 -1.308105 -1.656510 0.309 -0.325 0.305 0.0842
H -4.243656 -2.540738 -1.049210 -0.326 0.962 -0.475 0.0762
H -4.571357 -2.288135 -2.799067 0.540 0.517 0.355 0.0934
H -2.522139 0.992316 -3.724928 0.742 -0.589 0.334 0.1079
H -1.686741 -0.541891 -4.052822 -0.108 -1.216 -0.305 0.0671
H -0.769129 0.916060 -3.939299 0.681 0.448 -0.425 0.0687
```
Positions in Å, forces in eV/Å.